C49H127N8O7 | wB97M-V/def2-TZVPD

The strongest force on any atom comes out at 2.67 eV/A. The orbital gap is 0.156 Ha. The total charge is +7. As for the LUMO energy: -0.366 hartree. The calculation puts the molar mass at 940.6 g/mol.

Each line ends with the Mulliken charge.
Geometry (Å):
C -1.022962 -0.931550 1.674980  -0.45
O -1.551912 -0.192160 0.651780  -0.91
H 0.062748 -0.987480 1.596150  0.14
H -1.191672 -0.496640 2.660120  0.12
H -1.481822 -1.910490 1.813670  0.11
C -7.879152 -4.736900 0.973850  -1.28
C -7.337922 -4.264880 2.331060  -0.30
C -7.155782 -5.333250 3.402780  -0.64
N -6.930722 -4.819840 4.834690  -0.06
C -6.883952 -6.084540 5.777370  -0.61
C -6.285152 -5.688750 7.134470  -0.62
C -4.910252 -5.071480 7.035280  -0.67
C -4.961592 -3.762380 6.242200  -0.71
C -5.534992 -4.075900 4.826010  -0.66
C -8.004652 -3.835970 5.267970  -0.98
H -8.648832 -5.484740 1.164750  0.36
H -7.091352 -5.050110 0.288730  0.32
H -8.279082 -3.893810 0.410500  0.36
H -7.856442 -3.412380 2.769800  0.29
H -6.373372 -3.789470 2.152940  0.32
H -6.333862 -6.005030 3.155310  0.36
H -8.077992 -5.909380 3.478290  0.50
H -6.316302 -6.886270 5.305040  0.36
H -7.859542 -6.561880 5.869460  0.51
H -6.491312 -6.459070 7.877580  0.45
H -6.930672 -4.889030 7.497590  0.20
H -4.292242 -5.810090 6.524770  0.30
H -4.535492 -4.961540 8.052910  0.40
H -3.947242 -3.416880 6.042600  0.40
H -5.527882 -3.047130 6.838710  0.32
H -4.851432 -4.764630 4.329530  0.44
H -5.623142 -3.153280 4.252340  0.45
H -8.928852 -4.413540 5.248730  0.32
H -7.886302 -2.953860 4.638700  0.42
H -7.886142 -3.691350 6.341820  0.46
C 7.906978 1.797510 -0.326370  -1.35
C 9.275458 1.489050 -0.956810  -0.14
C 10.145858 2.838420 -0.830910  -0.88
N 11.518158 2.806690 -1.511150  0.25
C 12.525688 1.951730 -0.618150  -0.65
C 13.885948 1.716170 -1.317950  -0.61
C 13.629648 1.130760 -2.671600  -0.56
C 12.858678 2.009890 -3.613290  -0.65
C 11.482348 2.401340 -3.026310  -0.62
C 12.010228 4.277080 -1.454700  -1.08
H 7.889948 1.741150 0.762040  0.33
H 7.194948 1.103360 -0.772760  0.38
H 7.611378 2.763080 -0.736730  0.35
H 9.082528 1.291080 -2.011170  0.31
H 9.737798 0.631230 -0.468460  0.29
H 10.220788 3.102390 0.223990  0.41
H 9.643538 3.766270 -1.104500  0.56
H 12.066668 0.963520 -0.589350  0.33
H 12.570138 2.513460 0.314900  0.42
H 14.506368 1.020000 -0.753560  0.37
H 14.464068 2.640160 -1.329150  0.35
H 13.134858 0.166160 -2.558320  0.25
H 14.612598 0.993080 -3.122110  0.33
H 12.630848 1.555810 -4.577660  0.38
H 13.370468 2.945930 -3.836890  0.36
H 10.911268 1.481650 -3.153350  0.34
H 11.026668 3.235640 -3.559610  0.30
H 12.129088 4.699370 -0.456880  0.33
H 11.229898 4.784000 -2.022340  0.47
H 12.985148 4.339250 -1.938190  0.44
C 4.606088 -4.616610 3.911310  -0.88
N 4.051418 -5.963740 4.248620  -0.19
C 5.186138 -7.079600 4.415890  -0.83
C 3.407678 -5.840760 5.674610  -0.88
C 3.009348 -6.382150 3.163390  -0.53
C 2.160558 -7.622040 3.441700  -0.62
O 1.118018 -7.412160 4.291230  -0.49
H 3.953238 -3.757270 4.064250  0.35
H 4.947308 -4.529290 2.879790  0.36
H 5.443598 -4.520950 4.602340  0.43
H 5.886758 -6.701310 5.160290  0.39
H 5.682458 -7.122790 3.446410  0.37
H 4.679748 -7.987120 4.744660  0.38
H 2.986318 -6.814770 5.923330  0.41
H 2.606388 -5.102160 5.651690  0.37
H 4.221518 -5.633520 6.369450  0.41
H 3.627478 -6.636070 2.302260  0.39
H 2.364748 -5.539430 2.913570  0.46
H 2.734588 -8.459190 3.838890  0.30
H 1.744018 -7.983120 2.501370  0.47
H 0.572568 -8.170670 4.070520  0.33
C -6.707922 -1.655520 -7.313490  -0.89
N -6.237672 -0.383100 -8.103420  -0.08
C -4.829512 -0.535280 -8.610930  -0.88
C -7.132642 -0.354010 -9.321670  -0.89
C -6.286382 0.918630 -7.260860  -0.67
C -5.884582 0.897590 -5.715520  -0.60
O -4.652482 0.167130 -5.392660  -0.51
H -7.714092 -1.567940 -6.903550  0.38
H -6.019282 -1.791170 -6.479540  0.35
H -6.663572 -2.544440 -7.942740  0.41
H -4.487262 0.286660 -9.239720  0.39
H -4.831322 -1.387130 -9.290980  0.42
H -4.173882 -0.590940 -7.741940  0.33
H -6.763962 0.360170 -10.057960  0.42
H -8.159152 -0.029690 -9.150850  0.39
H -7.169992 -1.275940 -9.901970  0.39
H -7.323442 1.253900 -7.275150  0.40
H -5.909762 1.666400 -7.958800  0.55
H -6.668422 0.328370 -5.215830  0.37
H -5.897112 1.881110 -5.245810  0.43
H -4.444652 0.231350 -4.457630  0.30
C 3.120908 5.715150 4.738900  -0.89
N 1.719668 6.196490 4.467790  -0.11
C 1.740348 7.629900 3.925950  -0.84
C 0.999928 5.313450 3.399820  -0.83
C 1.000558 6.197110 5.853640  -0.55
C 1.171968 4.967120 6.782300  -0.63
O 0.489108 3.958260 6.132220  -0.48
H 3.647878 5.775910 3.786680  0.39
H 3.099418 4.715080 5.171900  0.32
H 3.530788 6.444520 5.437550  0.42
H 2.470008 8.208720 4.492220  0.39
H 0.745828 8.072870 3.872890  0.37
H 2.101738 7.596980 2.898130  0.37
H 1.048708 4.294350 3.783430  0.36
H 1.515858 5.465380 2.451740  0.37
H -0.026232 5.680980 3.402180  0.36
H -0.038562 6.449900 5.642850  0.40
H 1.418888 7.042950 6.399220  0.43
H 0.544928 5.085820 7.665940  0.37
H 2.200458 4.797910 7.101170  0.44
H 0.795828 3.134190 6.517470  0.32
C -8.124862 5.160350 2.964990  -0.93
N -6.840632 4.352990 2.776010  -0.01
C -7.230002 2.953800 2.288930  -0.77
C -5.994532 4.841760 1.599120  -0.95
C -5.988172 4.412930 4.033190  -0.54
C -6.636172 3.865550 5.376710  -0.62
O -7.064952 2.553650 5.131750  -0.49
H -8.718482 4.814420 3.811190  0.39
H -8.704792 5.019190 2.052930  0.42
H -7.908192 6.223440 3.069800  0.35
H -8.159692 2.655750 2.773640  0.33
H -6.364132 2.347140 2.554150  0.41
H -7.398682 2.826340 1.219630  0.32
H -5.713342 5.844470 1.920990  0.41
H -6.548912 5.012180 0.676240  0.34
H -5.254372 4.048830 1.491810  0.47
H -5.729142 5.455880 4.215620  0.39
H -5.058192 3.850620 3.949270  0.41
H -7.474302 4.428860 5.786980  0.41
H -5.855462 3.849660 6.137190  0.34
H -7.927592 2.401080 5.524400  0.33
C -1.102042 -6.030090 -5.898330  -0.91
N -0.540832 -6.209100 -4.450530  -0.17
C -1.574062 -5.683280 -3.441570  -0.87
C -0.330592 -7.689660 -4.374240  -0.85
C 0.848708 -5.435380 -4.333250  -0.35
C 0.747068 -3.936960 -4.565050  -0.65
O 0.465438 -3.585760 -5.916540  -0.47
H -1.903282 -6.750990 -6.060850  0.40
H -0.300652 -6.245890 -6.604950  0.40
H -1.524522 -5.036020 -6.044730  0.39
H -2.420272 -6.365220 -3.525040  0.39
H -1.832552 -4.682770 -3.788350  0.39
H -1.248982 -5.582740 -2.406040  0.32
H 0.534948 -7.739610 -5.034880  0.40
H -1.210802 -8.270580 -4.649660  0.37
H -0.058502 -7.736370 -3.319770  0.39
H 1.651978 -5.795360 -4.976120  0.31
H 1.161938 -5.598180 -3.302000  0.41
H 1.654008 -3.551130 -4.099560  0.46
H -0.035662 -3.433520 -3.997610  0.31
H 1.277518 -3.132370 -6.154350  0.33
C -0.425802 6.066790 -5.160750  -0.94
N 1.093368 5.680890 -5.161320  -0.09
C 1.367848 4.369930 -4.383920  -0.77
C 1.388598 5.412660 -6.638280  -0.94
C 1.760778 6.994220 -4.765910  -0.42
C 3.274568 7.145630 -4.748580  -0.68
O 3.859598 6.300180 -3.706210  -0.51
H -0.619112 6.940990 -5.782450  0.40
H -0.762192 6.024880 -4.124790  0.41
H -0.973662 5.249330 -5.629470  0.42
H 0.671058 3.628510 -4.774920  0.40
H 1.059088 4.484750 -3.344890  0.36
H 2.429788 4.124530 -4.371570  0.30
H 2.434408 5.144320 -6.787900  0.37
H 0.941888 6.095200 -7.361250  0.36
H 0.761428 4.533320 -6.784980  0.47
H 1.326548 7.229820 -3.794290  0.40
H 1.426468 7.802600 -5.416190  0.36
H 3.430408 8.142900 -4.337160  0.42
H 3.870788 7.197760 -5.659560  0.36
H 4.338218 6.848800 -3.080480  0.31

Cartesian forces (eV/Å) of the 2 atoms listed first:
C -0.7311 1.3883 -0.8936
O -0.1386 -0.1447 -0.0082

C16H16InN7O11P2S3 | wB97M-V/def2-TZVPD

As for the energy above the lowest of the compared OMol25 structures with the same formula, charge and spin: 8.08 kcal per mole. The strongest force on any atom comes out at 4.67 eV/A. The orbital gap is 0.243 Ha. The total charge is -2. As for the LUMO energy: 0.142 hartree. The calculation puts the molar mass at 755.3 g/mol.

Each line ends with the Mulliken charge.
Geometry (Å):
In 1.342484 -0.921759 0.187056  1.21
O -1.006755 -1.381145 -1.622490  -0.64
P -1.174961 -2.529375 -0.491004  0.83
O -2.623548 -2.831175 -0.233653  -0.80
O -0.271592 -2.079083 0.680369  -0.55
O -0.382226 -3.778513 -1.159833  -0.29
P 1.167176 -3.714011 -1.773870  0.70
O 1.885015 -4.660055 -0.724324  -0.44
O 1.093212 -4.116334 -3.175544  -0.84
O 1.780621 -2.278354 -1.426072  -0.46
H -1.564314 -0.516153 -1.413770  0.25
H 1.721566 -5.634211 -0.860743  0.30
N -6.634877 1.481635 2.359409  -0.49
C -5.407888 1.551880 1.743082  1.21
C -4.677929 2.779552 1.707542  -0.65
C -3.504628 2.852528 0.984823  -0.61
C -3.013072 1.664542 0.361577  -0.01
C -3.663818 0.411811 0.447106  -0.38
C -4.846137 0.383403 1.140835  -0.87
S -1.530399 1.784415 -0.578893  1.23
O -1.232671 3.168226 -0.870569  -0.76
O -1.815819 0.924273 -1.713372  -0.74
N -0.384100 0.972863 0.248029  -0.01
C 0.057866 1.457632 1.512426  0.31
N -0.536305 2.490734 2.116361  -0.44
C -0.020805 2.852295 3.286673  -0.11
C 1.007362 2.193568 3.948227  -0.85
C 1.440741 1.005012 3.364783  -0.25
N 0.973584 0.662091 2.131911  -0.20
H -7.046449 2.211640 2.907490  0.17
H -7.141532 0.602571 2.350110  0.18
H -5.013196 3.645960 2.316510  0.19
H -2.946379 3.750140 0.864656  0.51
H -3.207725 -0.475388 0.091025  0.40
H -5.303436 -0.579280 1.368012  0.29
H -0.462949 3.769545 3.682803  0.37
H 1.497165 2.591187 4.836316  0.34
H 2.167759 0.344973 3.815736  0.49
S 3.478156 0.279361 -0.397730  -0.24
C 4.268575 -0.692991 0.840476  0.89
S 3.340299 -1.860834 1.656647  -0.44
C 5.655545 -0.432976 1.169732  0.16
C 6.388733 0.687779 0.673812  0.02
N 6.880657 1.669986 0.310339  -0.60
C 6.403555 -1.281908 2.048805  -0.01
N 7.017652 -1.937779 2.784494  -0.64
N 1.342308 -1.723224 -4.650634  -0.78
C 0.975015 -0.520413 -3.870489  0.90
C 2.239855 0.345991 -3.672095  0.27
O 3.176270 0.052432 -4.575621  -0.53
O 2.369158 1.219568 -2.841669  -0.61
H 0.665259 -1.976848 -5.387902  0.18
H 1.470228 -2.557308 -4.044968  0.29
H 2.916906 -0.737026 -5.109617  0.43
H 0.417698 -0.752902 -2.934839  -0.28
H 0.273090 0.161450 -4.407472  0.39

Cartesian forces (eV/Å) of the 2 atoms listed first:
In 1.0810 0.4659 0.2151
O -0.9866 -0.2534 1.2418